# 1
{"formula": "C44H36N5O2S4Ti", "method": "the ωB97M-V functional and the def2-TZVPD basis", "elements": ["Ti", "C", "C", "C", "C", "N", "C", "N", "C", "N", "C", "N", "C", "C", "C", "C", "C", "N", "C", "C", "C", "C", "C", "C", "H", "H", "H", "H", "H", "H", "H", "H", "H", "H", "H", "H", "S", "C", "C", "C", "C", "C", "C", "S", "H", "H", "H", "H", "O", "S", "C", "C", "C", "C", "C", "C", "C", "C", "C", "C", "C", "C", "H", "H", "H", "H", "H", "H", "H", "H", "H", "H", "C", "C", "C", "C", "C", "C", "C", "S", "C", "O", "H", "H", "H", "H", "H", "H", "H", "H", "H", "H"], "positions_angstrom": [[-0.819, -0.115, 1.143], [-3.237, -0.234, 4.851], [-2.348, 0.146, 5.851], [-1.136, 0.694, 5.496], [-0.805, 0.846, 4.146], [-1.654, 0.433, 3.179], [-2.845, -0.075, 3.544], [0.421, 1.459, 3.902], [0.762, 1.836, 2.723], [0.075, 1.612, 1.556], [0.654, 2.330, 0.520], [0.108, 2.576, -0.607], [-1.236, 2.260, -0.802], [-1.920, 3.090, -1.691], [-3.276, 2.941, -1.867], [-3.939, 1.943, -1.165], [-3.204, 1.122, -0.349], [-1.877, 1.263, -0.151], [1.933, 2.879, 1.021], [2.920, 3.617, 0.398], [3.980, 4.053, 1.185], [4.027, 3.782, 2.552], [3.017, 3.059, 3.177], [1.981, 2.603, 2.383], [-4.206, -0.654, 5.076], [-2.607, 0.024, 6.895], [-0.423, 1.038, 6.230], [-3.503, -0.368, 2.736], [-1.349, 3.847, -2.208], [-3.812, 3.584, -2.552], [-4.997, 1.767, -1.284], [-3.673, 0.292, 0.160], [2.865, 3.842, -0.658], [4.780, 4.624, 0.734], [4.859, 4.153, 3.136], [3.030, 2.868, 4.242], [-2.281, -1.903, 0.695], [-1.040, -3.008, 0.094], [-1.275, -4.382, 0.184], [-0.362, -5.284, -0.329], [0.804, -4.825, -0.933], [1.057, -3.470, -1.012], [0.144, -2.546, -0.499], [0.498, -0.826, -0.650], [-2.189, -4.729, 0.648], [-0.564, -6.346, -0.267], [1.512, -5.527, -1.355], [1.958, -3.106, -1.488], [-2.763, -0.013, -3.378], [-1.283, 0.023, -3.558], [-0.957, 0.735, -5.165], [-1.926, 0.646, -6.154], [-1.673, 1.217, -7.391], [-0.467, 1.868, -7.627], [0.486, 1.964, -6.623], [0.238, 1.404, -5.377], [-0.803, -1.673, -3.916], [-1.701, -2.662, -3.548], [-1.368, -3.992, -3.768], [-0.151, -4.321, -4.343], [0.749, -3.321, -4.692], [0.428, -1.990, -4.474], [-2.859, 0.142, -5.937], [-2.416, 1.156, -8.175], [-0.275, 2.311, -8.595], [1.416, 2.486, -6.806], [0.960, 1.497, -4.573], [-2.654, -2.380, -3.119], [-2.067, -4.771, -3.492], [0.100, -5.359, -4.523], [1.696, -3.575, -5.149], [1.121, -1.210, -4.765], [4.298, -6.142, 0.008], [3.571, -5.079, 0.779], [3.905, -3.733, 0.633], [3.238, -2.750, 1.338], [2.228, -3.119, 2.222], [1.871, -4.453, 2.375], [2.540, -5.423, 1.650], [1.344, -1.967, 3.222], [2.630, -0.764, 3.543], [0.348, -1.247, 2.322], [4.995, -5.711, -0.708], [3.594, -6.776, -0.534], [4.862, -6.788, 0.682], [4.693, -3.453, -0.054], [3.493, -1.710, 1.187], [1.077, -4.729, 3.059], [2.259, -6.462, 1.763], [2.850, -0.229, 2.619], [3.507, -1.296, 3.905], [2.250, -0.074, 4.292]], "total_energy_ha": -4564.72765, "total_charge": 1, "lumo_ev": -3.237, "e_above_lowest_kcal_mol": 18.8, "homo_energy_ev": -10.152, "max_force_ev_per_a": 0.9}



# 2
{"formula": "H4O2", "method": "the ωB97M-V functional and the def2-TZVPD basis", "elements": ["O", "H", "H", "O", "H", "H"], "positions_angstrom": [[0.359, -1.708, 0.537], [1.090, -2.384, 0.490], [0.925, -0.913, 0.601], [-0.419, 1.647, -0.637], [-0.953, 1.170, 0.061], [-0.586, 2.610, -0.352]], "total_energy_ha": -152.86280, "lumo_ev": 0.822, "e_above_lowest_kcal_mol": 7.6, "homo_energy_ev": -11.548, "max_force_ev_per_a": 3.0, "smiles": "O.O"}



# 3
{"formula": "C3H7N3O", "method": "the ωB97M-V functional and the def2-TZVPD basis", "elements": ["H", "N", "C", "N", "N", "C", "O", "C", "H", "H", "H", "H", "H", "H"], "positions_angstrom": [[0.071, -1.698, 0.622], [-0.496, -1.036, 1.150], [-0.394, -0.004, 0.397], [0.044, 0.078, -0.962], [0.575, -1.009, -1.443], [0.191, -1.686, -2.422], [-0.565, 1.303, 0.708], [-0.025, 1.702, 1.995], [0.206, 0.970, -1.357], [-0.811, -1.602, -2.785], [0.882, -2.419, -2.831], [-0.401, 2.776, 2.263], [-0.307, 0.894, 2.758], [1.031, 1.730, 1.907]], "total_energy_ha": -357.90407, "lumo_ev": 0.763, "e_above_lowest_kcal_mol": 91.5, "homo_energy_ev": -8.201, "max_force_ev_per_a": 5.8, "smiles": "[H]/N=C(\\NN=C)OC"}



# 4
{"formula": "C2H8O2", "method": "the ωB97M-V functional and the def2-TZVPD basis", "elements": ["C", "O", "H", "H", "H", "H", "C", "O", "H", "H", "H", "H"], "positions_angstrom": [[-2.392, -3.520, 1.191], [-1.698, -2.786, 2.114], [-2.765, -4.467, 1.636], [-3.358, -2.984, 0.991], [-1.833, -3.673, 0.271], [-0.842, -2.474, 1.734], [2.073, 2.715, -2.162], [1.872, 3.542, -1.020], [1.156, 2.181, -2.407], [2.299, 3.323, -3.043], [2.863, 1.984, -1.977], [2.693, 4.016, -0.891]], "total_energy_ha": -231.03916, "total_charge": 1, "multiplicity": 2, "lumo_ev": [-4.576, -11.025], "e_above_lowest_kcal_mol": 27.0, "homo_energy_ev": [-12.264, -12.264], "s_squared": 0.7544, "max_force_ev_per_a": 0.9}



# 5
{"formula": "C2H3O2S2", "method": "the ωB97M-V functional and the def2-TZVPD basis", "elements": ["C", "C", "O", "O", "S", "S", "H", "H", "H"], "positions_angstrom": [[1.141, -0.110, -0.400], [0.128, 0.318, 0.569], [-1.581, -0.396, -1.338], [-2.212, -0.706, 1.033], [1.259, 1.631, 0.050], [-1.743, 0.243, -0.009], [1.982, -0.731, -0.105], [0.781, -0.278, -1.409], [0.245, 0.030, 1.610]], "total_energy_ha": -1024.88259, "total_charge": -1, "lumo_ev": 3.376, "e_above_lowest_kcal_mol": 32.4, "homo_energy_ev": -3.401, "max_force_ev_per_a": 0.9}



# 6
{"formula": "C10H16", "method": "the ωB97M-V functional and the def2-TZVPD basis", "elements": ["C", "C", "C", "C", "C", "C", "C", "C", "H", "H", "H", "H", "H", "H", "H", "H", "H", "H", "C", "C", "H", "H", "H", "H", "H", "H"], "positions_angstrom": [[1.371, 1.809, 1.006], [1.113, 0.513, 0.190], [0.744, -0.676, 1.038], [0.834, -0.682, 2.446], [-0.031, -1.445, 3.236], [-0.802, -2.415, 2.630], [-0.911, -2.473, 1.250], [-0.174, -1.622, 0.489], [2.431, 1.898, 1.221], [0.775, 1.815, 1.914], [1.065, 2.643, 0.373], [0.526, 0.563, -0.716], [2.127, 0.291, -0.202], [1.658, -0.169, 2.926], [0.056, -1.530, 4.313], [-1.207, -3.282, 3.149], [-1.735, -3.003, 0.779], [-0.169, -1.544, -0.599], [-1.732, 1.409, -3.047], [-0.286, 0.959, -3.302], [-1.804, 2.480, -3.228], [-2.315, 0.912, -3.823], [-1.973, 1.150, -2.021], [-0.240, -0.137, -3.360], [0.268, 1.338, -4.165], [0.412, 1.199, -2.497]], "total_energy_ha": -390.58174, "lumo_ev": 0.985, "e_above_lowest_kcal_mol": 34.0, "homo_energy_ev": -8.566, "max_force_ev_per_a": 3.2, "smiles": "CCc1ccccc1.CC"}